No. 1
90
Properties=species:S:1:pos:R:3:forces:R:3:mulliken_charge:R:1 method="wB97M-V/def2-TZVPD" total_charge=+2
Ta 0.7014 -0.2224 0.5697 0.941 -0.299 1.084 2.2498
C 3.8749 1.5956 0.8968 0.022 0.067 -0.089 -1.0452
N 3.3874 0.6083 -0.0840 -0.332 -0.034 0.010 1.3720
C 3.4615 1.1920 -1.4657 0.157 -0.112 -0.063 -1.4850
C 2.1678 1.6790 -2.0378 -0.023 0.161 -0.166 0.2253
C 1.5511 2.7753 -1.2000 -0.113 -0.010 -0.069 -1.5026
N 0.5610 2.1841 -0.2888 0.125 -0.592 -0.017 0.0835
C -0.5089 2.8904 -0.1586 -0.138 0.094 0.246 -0.4556
C -1.6926 2.5858 0.6074 0.270 0.311 -0.385 1.0687
C -2.8369 3.3772 0.4882 -0.127 0.163 -0.075 -0.8269
C -3.9841 3.0434 1.1785 0.010 -0.034 -0.004 -0.9834
C -3.9836 1.9175 2.0025 0.057 0.036 0.022 -0.7172
C -2.8467 1.1350 2.1394 -0.109 -0.151 0.276 -0.8385
C -1.7102 1.4832 1.4378 0.133 -0.512 0.056 0.1589
O -0.5756 0.7616 1.5107 -1.382 0.770 0.949 0.3283
C 4.3581 -0.5232 -0.1425 0.202 -0.004 0.038 -1.5991
C 4.8050 -1.1405 1.1676 -0.015 0.059 0.042 -1.1533
C 3.6267 -1.5755 2.0288 0.131 -0.108 -0.102 -0.4289
N 2.5124 -1.8690 1.1306 -0.751 0.136 0.381 0.5928
C 2.4870 -3.0461 0.6353 0.010 -0.171 -0.196 -0.6488
C 1.6609 -3.4897 -0.4796 0.173 0.015 0.413 0.7527
C 1.6015 -4.8399 -0.8127 0.027 -0.178 0.008 -0.8701
C 0.8463 -5.2645 -1.8919 -0.003 0.003 0.030 -0.9665
C 0.1474 -4.3301 -2.6469 0.017 -0.021 0.006 -0.7323
C 0.2109 -2.9780 -2.3366 -0.085 0.192 -0.250 -1.0911
C 0.9756 -2.5726 -1.2654 -0.077 0.272 0.003 0.7436
O 1.0615 -1.2522 -0.9113 0.262 -0.849 -1.563 0.6058
H 4.9025 1.8965 0.6697 0.003 0.016 -0.018 0.4166
H 3.8561 1.1695 1.8910 0.012 -0.056 0.111 -0.0036
H 3.2483 2.4828 0.8900 -0.011 -0.006 0.043 0.3316
H 3.8638 0.4386 -2.1386 0.012 -0.100 0.048 0.6949
H 4.1810 2.0168 -1.4515 0.074 -0.057 0.034 0.2191
H 1.4692 0.8449 -2.1354 0.003 0.044 -0.117 -0.2728
H 2.3610 2.0422 -3.0484 0.040 -0.011 0.003 0.6104
H 1.0866 3.5312 -1.8341 -0.130 -0.002 0.039 0.5310
H 2.3092 3.2945 -0.6136 0.016 0.035 -0.066 0.5118
H -0.5569 3.8312 -0.7104 -0.002 0.026 0.027 0.3642
H -2.8166 4.2465 -0.1603 -0.011 -0.019 0.033 0.4821
H -4.8762 3.6462 1.0833 0.018 0.008 0.011 0.4850
H -4.8773 1.6529 2.5527 0.006 -0.002 -0.026 0.5057
H -2.8322 0.2633 2.7832 -0.037 0.038 -0.026 0.5417
H 5.2598 -0.1755 -0.6551 -0.018 0.095 -0.042 0.7266
H 3.9012 -1.2832 -0.7729 0.057 0.008 -0.091 0.5902
H 5.4545 -0.4781 1.7406 0.049 0.008 -0.068 0.4338
H 5.4096 -2.0046 0.8863 0.025 -0.028 0.055 0.3873
H 3.3276 -0.7791 2.6906 0.030 0.086 0.132 -0.4989
H 3.8979 -2.4352 2.6443 -0.114 -0.081 -0.020 0.6217
H 3.1847 -3.7902 1.0298 0.014 0.008 -0.041 0.5399
H 2.1472 -5.5575 -0.2101 -0.015 0.015 -0.035 0.5020
H 0.8017 -6.3154 -2.1432 -0.013 0.033 0.006 0.4468
H -0.4519 -4.6520 -3.4889 0.024 -0.004 0.022 0.5043
H -0.3226 -2.2391 -2.9226 0.025 -0.040 -0.004 0.4898
C 2.3352 1.7544 3.9957 0.011 -0.076 0.101 -1.5890
C 1.6570 0.4317 4.0071 -0.158 0.021 -0.120 -0.1494
N 1.1619 -0.2378 2.9741 0.077 -0.114 -0.304 0.3154
C 0.5538 -1.3649 3.4929 0.148 0.172 -0.169 -0.5581
C 0.7120 -1.3917 4.8432 0.021 -0.019 0.130 0.3627
N 1.4095 -0.2607 5.1354 0.090 0.103 0.112 -0.0283
C 0.3371 -2.2865 5.9865 -0.019 -0.025 0.023 0.5205
O -0.3692 -3.3604 5.7141 0.014 0.031 0.000 -0.5159
O 0.7107 -1.9682 7.0824 -0.021 -0.028 -0.030 -0.5604
C -0.2061 -2.2561 2.6182 -0.057 0.046 -0.204 1.1519
O -0.8036 -3.2191 3.0344 -0.085 -0.190 -0.087 -0.8264
O -0.1947 -1.9015 1.3412 0.458 0.949 -0.403 -0.5312
H 2.1615 2.2474 3.0468 -0.023 0.080 -0.082 0.1934
H 3.4099 1.6560 4.1614 -0.010 -0.006 -0.022 0.3391
H 1.9393 2.3873 4.7901 -0.015 -0.024 -0.009 0.5088
H 1.6719 -0.0318 6.0878 -0.023 0.048 0.002 0.2986
H -0.5914 -3.4275 4.7555 -0.007 -0.008 0.025 0.4084
S -5.1229 -0.5378 -3.2796 0.053 -0.049 0.082 -0.1853
C -3.6282 -0.3753 -2.3916 -0.002 0.068 -0.084 0.8311
C -3.4367 -1.1990 -1.2815 -0.045 -0.080 -0.015 -1.1327
C -2.2716 -1.1054 -0.5569 -0.071 0.031 0.037 -0.8211
N -1.2887 -0.2429 -0.8636 0.320 -0.083 0.585 0.8815
C -1.4561 0.5274 -1.9480 -0.035 -0.187 -0.098 -1.2014
C -2.5891 0.4968 -2.7285 0.008 0.033 0.008 -0.7364
C -5.1422 0.9522 -4.2496 -0.067 -0.037 0.094 0.0795
C -4.5792 0.9940 -5.5134 0.015 0.003 -0.079 -0.0900
C -4.6791 2.1820 -6.2264 -0.066 0.141 0.038 -0.3418
N -5.2925 3.2683 -5.7600 0.015 -0.091 0.067 -0.5303
C -5.8432 3.2039 -4.5486 0.067 -0.012 -0.118 -0.4168
C -5.7945 2.0692 -3.7489 0.044 0.044 -0.045 0.0020
H -4.2030 -1.9020 -0.9776 0.062 0.017 0.012 0.5320
H -2.1083 -1.7395 0.3038 -0.043 0.041 -0.031 0.4285
H -0.6398 1.1829 -2.2149 -0.053 -0.013 -0.010 0.2208
H -2.6562 1.1425 -3.5932 -0.010 0.006 0.027 0.5239
H -4.0864 0.1308 -5.9413 -0.029 0.000 0.009 0.4358
H -4.2539 2.2596 -7.2204 -0.006 0.008 0.009 0.3746
H -6.3536 4.0965 -4.2036 0.024 -0.020 -0.014 0.3717
H -6.2579 2.0530 -2.7713 -0.019 0.002 -0.032 0.4357

***

No. 2
94
Properties=species:S:1:pos:R:3:forces:R:3:mulliken_charge:R:1 method="wB97M-V/def2-TZVPD" e_above_lowest_kcal_mol=31.3 total_charge=-1
Sc 0.4590 -0.1351 0.1332 0.307 -1.069 -0.574 -0.2742
C 1.6282 4.1019 -0.3762 0.030 -0.038 -0.180 -2.1020
C 1.6000 2.7118 0.1861 -0.118 0.216 0.152 1.4410
O 0.8383 1.8881 -0.3330 0.408 0.708 -0.411 0.0412
C 2.3911 2.3914 1.3597 -0.004 -0.398 0.127 0.5106
C 3.5231 3.1484 1.6932 -0.099 -0.007 -0.049 -0.7923
C 4.2875 2.8366 2.7898 0.153 0.090 0.035 -0.9884
C 3.9031 1.7715 3.6092 -0.076 0.000 -0.048 -0.4424
C 2.7864 1.0238 3.3217 -0.113 -0.060 0.011 -0.4401
C 2.0168 1.2837 2.1700 0.175 0.467 0.070 -0.0848
O 0.9735 0.5401 1.8963 0.276 0.181 0.575 -0.0894
H 0.7362 4.2554 -0.9788 0.004 -0.032 -0.006 0.3103
H 2.5054 4.2113 -1.0192 0.027 -0.002 0.025 0.3881
H 1.6658 4.8463 0.4160 0.044 0.010 -0.005 0.4584
H 3.8111 3.9644 1.0430 0.028 0.021 0.034 0.4716
H 5.1819 3.4017 3.0168 -0.019 0.022 -0.016 0.3687
H 4.4941 1.5265 4.4839 -0.011 0.001 0.011 0.4712
H 2.4747 0.2107 3.9640 -0.003 -0.002 -0.003 0.4714
O -3.6540 -0.2577 1.7300 0.304 -0.019 -0.125 -0.5852
Cl -2.9163 -0.8554 0.6404 -0.830 -0.895 -0.192 1.4669
O -3.5938 -0.6143 -0.6257 0.314 0.006 0.251 -0.6642
O -1.2588 -2.4484 -1.3118 -0.041 0.093 -0.028 0.1169
O -1.5532 -0.0301 0.5414 -0.852 -0.297 0.023 -0.8087
F 3.8973 -0.7531 -2.2051 -0.029 -0.019 0.008 -0.3341
B 3.3753 0.3483 -1.5589 -0.007 -0.003 -0.127 0.3164
F 2.4024 -0.2285 -0.5177 0.554 0.053 -0.454 0.8227
F 4.3115 1.0680 -0.8591 -0.045 -0.036 0.083 -0.3009
F 2.6312 1.1441 -2.4132 0.059 -0.076 0.125 -0.4006
C -1.0588 -0.7404 -4.6598 0.035 0.027 0.082 -0.3768
C 0.0364 -1.4432 -4.1826 -0.038 0.020 -0.046 -1.1186
C 0.5494 -1.1134 -2.9416 0.220 -0.012 -0.005 0.0327
N 0.0403 -0.1442 -2.1795 -0.139 -0.043 -0.203 1.0037
C -0.9744 0.5663 -2.6704 -0.088 0.170 0.009 -0.3016
C -1.5630 0.2994 -3.8945 0.023 -0.054 -0.036 -0.9693
H -1.5067 -0.9946 -5.6121 0.014 0.017 -0.014 0.3895
H 0.4776 -2.2513 -4.7488 0.037 0.017 0.005 0.4664
H 1.4102 -1.6390 -2.5453 -0.060 -0.033 0.051 0.1875
H -1.3281 1.3910 -2.0624 -0.049 -0.090 0.084 0.2577
H -2.4071 0.8892 -4.2228 0.016 0.023 -0.002 0.4600
I -1.9322 2.1632 0.7482 -0.886 2.480 0.371 0.2769
I -2.1659 4.9952 0.8155 0.041 -0.431 0.010 -0.3886
C 4.4931 -7.8676 0.7814 -0.052 0.084 0.031 -1.6226
C 3.7605 -6.5877 1.0838 -0.011 0.000 -0.006 0.6887
C 3.8127 -5.4981 0.2309 -0.010 -0.089 0.064 -1.0716
C 3.1733 -4.3013 0.5330 -0.091 0.114 -0.047 -0.5162
C 3.2910 -3.1888 -0.4772 0.036 -0.074 0.091 -0.8832
C 2.4426 -4.1505 1.7332 0.056 0.203 -0.146 0.1627
As 1.8479 -2.2093 1.9876 0.418 -0.916 0.396 0.8408
N 0.4065 -2.1450 0.8303 -0.109 -0.263 0.282 1.4309
C -0.5133 -3.1809 0.8013 -0.102 -0.489 0.167 1.0522
C -0.6655 -4.1345 1.8225 0.017 0.378 -0.225 -0.0499
C -1.6157 -5.1404 1.7804 -0.070 -0.134 0.112 -1.3108
C -2.4795 -5.2501 0.7060 -0.033 0.017 -0.021 -1.0723
C -2.3607 -4.3316 -0.3291 -0.019 -0.112 -0.002 -0.7830
C -1.3943 -3.3480 -0.2872 0.239 0.072 0.069 -0.6952
C 1.3156 -2.1337 3.9325 -0.054 0.256 -0.088 0.4732
C 0.0964 -1.6940 4.4763 -0.058 -0.057 -0.121 0.0203
C -1.1149 -1.3610 3.6524 0.077 -0.014 -0.056 -0.7100
C -0.0211 -1.5045 5.8536 0.143 -0.033 0.056 -1.1674
C 1.0382 -1.7005 6.7213 -0.069 -0.009 -0.012 0.7001
C 0.8907 -1.4768 8.2022 0.044 -0.008 -0.086 -1.6986
C 2.2548 -2.0824 6.1732 0.004 0.021 0.090 -1.2452
C 2.4115 -2.2804 4.8099 0.091 -0.062 -0.175 1.7277
C 3.7818 -2.6518 4.3004 -0.091 0.034 0.058 -1.7457
C 2.3559 -5.2716 2.5789 -0.149 0.010 0.070 1.9423
C 1.5511 -5.3522 3.8577 0.069 -0.030 -0.043 -1.8023
C 3.0114 -6.4546 2.2388 0.041 0.033 -0.020 -0.8060
H 5.0055 -7.8058 -0.1782 0.004 -0.032 -0.006 0.3426
H 3.8055 -8.7148 0.7536 0.023 -0.024 -0.014 0.3396
H 5.2376 -8.0688 1.5544 0.020 -0.052 -0.028 0.3218
H 4.3736 -5.5731 -0.6951 -0.002 0.023 -0.008 0.2955
H 3.7817 -3.5350 -1.3862 0.040 -0.015 0.033 0.4270
H 3.8670 -2.3523 -0.0801 -0.047 0.039 -0.068 0.3358
H 2.3061 -2.8107 -0.7471 0.017 0.051 0.000 -0.5000
H -0.0307 -4.0297 2.6851 -0.061 -0.053 0.073 0.4816
H -1.6924 -5.8349 2.6094 0.025 0.010 0.001 0.4055
H -3.2332 -6.0251 0.6650 -0.004 0.002 0.018 0.3750
H -3.0288 -4.3772 -1.1840 0.034 -0.002 -0.029 0.4529
H -2.0427 -2.4981 -1.8691 -0.026 0.107 -0.072 0.2549
H -0.8383 -0.6499 2.8822 -0.061 0.069 -0.110 -0.2762
H -1.8879 -0.9059 4.2703 0.005 -0.008 0.008 0.4763
H -1.5417 -2.2418 3.1748 -0.008 -0.042 -0.066 0.0753
H -0.9738 -1.1697 6.2498 -0.014 -0.005 -0.013 0.2890
H -0.1409 -1.2382 8.4583 -0.002 -0.009 0.028 0.3616
H 1.5221 -0.6490 8.5313 -0.002 -0.012 0.041 0.3208
H 1.1898 -2.3671 8.7585 -0.011 0.023 0.048 0.3488
H 3.1105 -2.2196 6.8280 0.027 0.004 -0.030 0.3551
H 4.5118 -2.5883 5.1068 0.039 0.004 -0.019 0.5293
H 4.0874 -1.9795 3.4934 0.076 -0.020 0.024 0.2466
H 3.7959 -3.6644 3.8951 0.072 0.022 0.027 0.1522
H 1.3247 -4.3859 4.2895 -0.051 -0.053 0.044 0.0963
H 2.0915 -5.9420 4.6003 0.016 0.024 0.019 0.5302
H 0.6086 -5.8699 3.6606 0.004 0.007 0.027 0.3914
H 2.9265 -7.3012 2.9145 0.009 0.006 0.016 0.4449

***

Maximum force (computed, eV/A): 1.85; 2.66
LUMO level (computed, Eh): -0.2520; 0.0699